Record 1
{"formula": "C5H13NS", "method": "the ωB97M-V functional and the def2-TZVPD basis", "elements": ["C", "N", "C", "C", "C", "S", "C", "H", "H", "H", "H", "H", "H", "H", "H", "H", "H", "H", "H", "H"], "coordinates": [[-1.992, -0.887, -1.276], [-0.677, -0.827, -0.662], [-0.335, 0.489, -0.070], [1.106, 0.359, 0.484], [2.161, 0.079, -0.551], [3.829, -0.061, 0.247], [-1.184, 0.923, 1.146], [-2.889, -0.960, -0.692], [-2.206, 0.018, -1.874], [-2.081, -1.711, -2.000], [-0.769, -1.386, 0.192], [-0.328, 1.237, -0.852], [1.384, 1.265, 1.061], [0.993, -0.535, 1.171], [1.989, -0.826, -1.134], [2.203, 1.007, -1.134], [2.953, -1.118, 1.529], [-2.241, 1.147, 0.894], [-1.175, 0.045, 1.780], [-0.741, 1.741, 1.743]], "forces_ev_per_angstrom": [[-0.5, 0.6, -2.0], [-0.7, 0.5, 1.5], [0.9, 0.4, 0.4], [-1.0, -0.9, 0.6], [0.8, 0.5, 0.3], [-2.7, -2.4, 2.6], [-0.5, -0.2, -0.6], [-0.2, -0.1, 1.2], [0.5, -0.2, 0.1], [0.4, 0.1, 0.2], [0.4, -0.4, -0.4], [-0.2, 0.2, -0.4], [-0.2, -0.7, -0.2], [0.6, 0.9, -0.2], [-0.2, 0.4, -0.1], [0.2, -0.5, -0.5], [2.3, 2.2, -2.6], [0.6, 0.0, 0.1], [-0.2, -0.2, 0.5], [-0.2, -0.2, -0.6]], "nbo_charge": [-0.4279, -0.6135, -0.0520, -0.3984, -0.5157, -0.0489, -0.6316, 0.1769, 0.1914, 0.1990, 0.3401, 0.1875, 0.2193, 0.1882, 0.2345, 0.2183, 0.1036, 0.2145, 0.1948, 0.2199], "spin_multiplicity": 1, "orbital_gap_ev": 8.7}

=====

Record 2
{"formula": "C5H13NS", "method": "the ωB97M-V functional and the def2-TZVPD basis", "elements": ["C", "C", "C", "C", "C", "N", "S", "H", "H", "H", "H", "H", "H", "H", "H", "H", "H", "H", "H", "H"], "coordinates": [[3.059, -0.898, 1.206], [-2.063, 1.412, -0.349], [-1.033, -0.566, -1.715], [0.504, 0.765, 0.193], [-1.350, 0.070, -0.365], [0.437, -0.942, 2.008], [1.417, -0.635, 0.862], [3.195, -0.700, 2.398], [3.641, -0.302, 0.460], [-3.152, 1.491, -0.480], [-1.632, 2.145, -1.222], [-1.903, 1.745, 0.718], [-1.943, -1.097, -2.019], [-0.823, 0.197, -2.599], [-0.239, -1.165, -1.591], [0.426, 1.528, 0.832], [1.070, 0.949, -0.785], [-1.522, -0.644, 0.377], [0.651, -1.862, 2.347], [1.261, -1.491, -0.276]], "forces_ev_per_angstrom": [[-0.6, 1.4, 1.7], [0.7, 1.4, -0.2], [-3.3, 3.8, -1.5], [-0.6, -4.6, -5.1], [4.1, 3.1, -1.8], [-0.3, -0.4, 0.0], [-0.5, -1.0, 0.0], [-0.2, 0.0, -3.2], [0.1, -0.7, 0.8], [0.2, -0.8, -0.2], [-0.7, -1.7, 2.5], [-0.1, 0.5, -1.3], [0.3, -0.3, -0.2], [-0.3, -1.3, 2.1], [2.7, -2.5, 0.0], [-0.2, 2.9, 2.5], [-1.1, 0.4, 1.2], [-0.5, -0.8, 1.3], [0.2, -0.5, 0.7], [0.2, 1.1, 0.7]], "nbo_charge": [-1.0301, -0.6622, -0.6322, -0.6213, -0.0444, -1.1551, 1.4223, 0.2378, 0.2133, 0.2260, 0.2143, 0.2288, 0.2189, 0.2052, 0.2005, 0.2087, 0.2011, 0.2246, 0.3576, -0.0138], "spin_multiplicity": 1, "orbital_gap_ev": 8.7}

=====

Record 3
{"formula": "C5H13NS", "method": "the ωB97M-V functional and the def2-TZVPD basis", "elements": ["C", "C", "N", "C", "C", "C", "S", "H", "H", "H", "H", "H", "H", "H", "H", "H", "H", "H", "H", "H"], "coordinates": [[-0.544, 2.481, 0.109], [-1.156, 1.320, -0.725], [-1.039, 0.039, 0.027], [0.249, -0.691, -0.150], [0.046, -1.965, -0.939], [0.860, -0.921, 1.204], [2.631, -1.302, 1.107], [-1.011, 3.425, -0.159], [0.525, 2.442, -0.079], [-0.735, 2.292, 1.163], [-2.218, 1.459, -0.889], [-0.565, 1.296, -1.645], [-1.782, -0.503, -0.397], [0.843, -0.025, -0.787], [-0.545, -1.805, -1.842], [-0.385, -2.827, -0.423], [1.000, -2.367, -1.303], [0.232, -1.698, 1.657], [0.609, -0.152, 1.937], [2.986, -0.499, 2.133]], "forces_ev_per_angstrom": [[-0.7, -1.0, -0.3], [1.1, 0.2, 1.6], [-0.5, 0.0, -0.8], [-1.2, 1.2, -0.7], [0.6, -1.0, -0.7], [-0.8, -0.4, 0.8], [-0.1, 0.2, 0.5], [0.4, 0.2, -0.1], [0.2, 0.5, 0.2], [0.0, 0.0, 0.1], [-0.1, 0.2, -0.3], [-0.5, -0.2, -0.5], [0.1, -0.5, 0.4], [0.5, -0.1, 0.3], [-0.1, 0.2, 0.0], [-0.3, 0.4, 0.5], [0.1, 0.2, 0.1], [0.6, -0.7, -0.1], [0.6, 0.7, -0.6], [0.0, -0.2, -0.3]], "nbo_charge": [-0.6231, -0.2107, -0.6251, -0.0782, -0.6323, -0.5330, -0.0505, 0.2100, 0.2021, 0.2127, 0.1919, 0.1637, 0.3525, 0.1853, 0.2128, 0.2119, 0.2209, 0.2119, 0.2435, 0.1338], "spin_multiplicity": 1, "smiles": "CCN[C@H](C)CS", "orbital_gap_ev": 9.9}

=====

Record 4
{"formula": "C5H13NS", "method": "the ωB97M-V functional and the def2-TZVPD basis", "elements": ["C", "N", "C", "C", "S", "C", "C", "H", "H", "H", "H", "H", "H", "H", "H", "H", "H", "H", "H", "H"], "coordinates": [[-0.083, -0.972, -1.451], [-0.425, -0.608, -0.042], [-0.012, 0.722, 0.419], [-0.650, 1.139, 1.735], [-0.726, 3.034, 1.760], [1.506, 1.024, 0.385], [-0.194, -2.554, -1.572], [0.942, -0.635, -1.798], [-0.808, -0.452, -2.117], [-0.068, -1.302, 0.518], [-0.580, 1.414, -0.256], [-0.152, 0.669, 2.701], [-1.781, 0.865, 1.850], [-1.905, 3.262, 1.215], [1.832, 1.109, 1.504], [1.833, 1.889, -0.314], [2.177, 0.058, 0.236], [-1.115, -2.660, -1.153], [0.579, -3.044, -1.073], [-0.368, -2.958, -2.547]], "forces_ev_per_angstrom": [[-0.5, -1.2, -1.1], [3.3, 2.7, -3.0], [-2.5, 1.4, -1.0], [-2.1, -0.4, 2.7], [1.5, -1.0, 0.8], [2.7, -1.7, 1.3], [0.1, 3.2, -1.1], [-1.0, 0.2, 1.0], [0.4, -0.3, 0.4], [0.1, -2.6, 2.4], [1.0, -0.5, -0.2], [-0.7, 1.4, -2.0], [2.1, 0.1, -0.6], [-0.7, -0.4, -0.3], [-0.7, 0.9, -2.0], [-0.7, -1.6, 1.4], [-1.5, 1.8, -0.6], [-2.5, -1.3, 1.8], [1.2, -0.8, 0.8], [0.6, 0.2, -0.9]], "lowdin_spin": [0.0745, 0.6554, 0.0591, 0.0092, 0.0321, 0.0675, 0.0001, 0.0371, 0.0174, 0.0245, 0.0093, -0.0003, 0.0006, 0.0009, 0.0059, 0.0072, -0.0003, 0.0006, -0.0003, -0.0006], "spin_multiplicity": 2, "total_charge": 1, "orbital_gap_ev": [10.3, 4.7]}

=====

Record 5
{"formula": "C5H13NS2", "method": "the ωB97M-V functional and the def2-TZVPD basis", "elements": ["C", "C", "N", "C", "C", "C", "S", "S", "H", "H", "H", "H", "H", "H", "H", "H", "H", "H", "H", "H", "H"], "coordinates": [[1.099, 2.118, -1.987], [1.345, 0.848, -1.156], [1.280, 1.155, 0.268], [0.893, 0.075, 1.132], [-0.599, -0.304, 0.929], [-0.887, -1.797, 1.099], [-2.043, -2.428, -0.190], [-3.943, -1.916, 0.206], [1.583, 2.933, -1.454], [0.043, 2.385, -1.988], [1.499, 2.062, -3.000], [2.246, 0.324, -1.443], [0.523, 0.212, -1.409], [2.149, 1.612, 0.512], [1.503, -0.846, 1.165], [0.978, 0.438, 2.160], [-0.886, 0.113, -0.014], [-1.200, 0.374, 1.546], [-1.232, -1.924, 2.123], [-0.033, -2.364, 0.729], [-4.318, -3.074, 0.771]], "forces_ev_per_angstrom": [[0.5, 0.1, 0.7], [-0.7, 0.7, -0.3], [0.1, 0.1, -0.8], [-0.5, -0.2, 1.4], [0.6, 1.0, 0.2], [-1.0, 1.3, -1.0], [0.7, -0.3, -0.1], [-0.5, 0.2, 0.3], [0.3, 0.3, -0.2], [0.0, -0.2, -0.2], [-0.1, -0.1, 0.0], [0.5, -0.1, -0.1], [-0.4, -0.8, 0.0], [-0.1, -0.1, 0.5], [0.2, 0.1, -0.7], [0.2, 0.1, 0.0], [-0.1, -0.5, -1.1], [0.0, -0.6, 0.6], [0.3, -0.9, -0.1], [0.3, -0.2, 0.8], [-0.1, 0.1, 0.1]], "nbo_charge": [-0.6061, -0.2266, -0.6289, -0.2083, -0.4407, -0.5231, 0.0691, -0.1258, 0.2006, 0.2090, 0.2074, 0.1664, 0.1882, 0.3625, 0.1516, 0.1951, 0.2162, 0.2144, 0.2323, 0.2253, 0.1215], "spin_multiplicity": 1, "smiles": "CCNCCCSS", "orbital_gap_ev": 9.6}

=====

Record 6
{"formula": "C5H13NS3", "method": "the ωB97M-V functional and the def2-TZVPD basis", "elements": ["C", "C", "C", "C", "C", "N", "S", "S", "S", "H", "H", "H", "H", "H", "H", "H", "H", "H", "H", "H", "H", "H"], "coordinates": [[1.476, -1.932, -0.245], [0.358, -0.751, -0.555], [1.364, 1.089, 1.280], [-1.815, 1.801, -0.185], [0.298, 0.075, 0.747], [-3.043, -0.231, -0.994], [1.796, 2.102, -0.212], [-0.681, -0.713, 2.097], [-3.164, 0.963, 0.215], [0.977, -2.580, 0.516], [1.926, -2.541, -1.024], [2.273, -1.365, 0.290], [-0.652, -1.012, -0.863], [0.881, -0.135, -1.266], [1.096, 1.808, 2.108], [2.213, 0.490, 1.589], [-1.393, 1.969, -1.178], [-1.618, 2.605, 0.546], [-2.188, 0.002, -1.510], [-3.248, -1.189, -0.580], [1.359, 3.351, 0.097], [-1.404, -1.406, 1.213]], "forces_ev_per_angstrom": [[-1.8, 1.1, 1.5], [3.0, -0.2, 1.8], [-1.3, -0.1, -1.3], [1.8, 1.8, 1.1], [-1.6, 0.1, 1.6], [-1.1, -1.2, 0.4], [0.6, 0.3, 0.1], [1.0, 0.8, -1.3], [-0.9, -0.5, -0.1], [0.7, 0.2, -0.6], [-0.4, 0.3, -0.4], [-0.3, -0.6, -0.5], [0.4, -0.5, 0.0], [-0.4, 0.4, -0.7], [-0.2, -1.2, -0.9], [0.6, 0.3, 0.1], [-0.4, -0.3, 0.1], [0.0, -0.4, -0.5], [-0.5, -1.2, 0.3], [1.1, 1.7, -1.2], [0.0, -0.6, 0.3], [-0.2, -0.2, 0.1]], "nbo_charge": [-0.6107, -0.5008, -0.5942, -0.7487, -0.0502, -1.0249, -0.0685, -0.0072, 0.5887, 0.2089, 0.2166, 0.1963, 0.2128, 0.2281, 0.2532, 0.2193, 0.2177, 0.2210, 0.3939, 0.3956, 0.1395, 0.1134], "spin_multiplicity": 1, "orbital_gap_ev": [7.2, 7.5]}

=====

Record 7
{"formula": "C5H13NSi", "method": "the ωB97M-V functional and the def2-TZVPD basis", "elements": ["C", "C", "Si", "C", "N", "C", "C", "H", "H", "H", "H", "H", "H", "H", "H", "H", "H", "H", "H", "H"], "coordinates": [[-2.576, 1.144, 0.273], [-1.969, -0.006, 0.460], [-0.460, -0.565, -0.552], [-0.449, -2.506, -0.236], [1.011, 0.350, -0.388], [1.714, 0.139, 0.840], [1.291, 1.740, -0.705], [-3.444, 1.328, 0.688], [-2.153, 1.848, -0.443], [-2.651, -0.597, 1.139], [-0.782, -0.180, -1.962], [-0.601, -2.614, 0.878], [-1.210, -2.935, -0.882], [0.378, -2.985, -0.628], [2.083, -0.959, 0.920], [2.615, 0.849, 0.965], [1.111, 0.227, 1.668], [0.571, 2.010, -1.592], [1.013, 2.321, 0.102], [2.246, 1.969, -1.099]], "forces_ev_per_angstrom": [[4.2, 0.2, -3.0], [-0.7, -1.3, 1.0], [-0.7, -0.4, -0.8], [-1.0, 2.7, 0.9], [0.9, -0.2, 0.5], [3.6, -2.4, -0.3], [-3.9, -0.9, -4.3], [-4.2, 1.3, 2.1], [-0.2, 0.3, 0.2], [1.5, -0.3, -0.6], [-0.2, -0.3, 0.2], [0.1, -0.4, -1.4], [-0.8, 0.2, 0.5], [2.3, -0.9, -0.2], [-0.2, 1.7, -0.2], [-1.3, -1.3, -0.2], [-1.5, 0.7, 2.3], [1.2, -0.1, 1.5], [-0.3, 1.7, 1.7], [1.4, -0.2, 0.0]], "nbo_charge": [-0.3278, -0.6698, 1.5226, -1.0644, -0.8609, -0.4136, -0.3841, 0.1754, 0.1754, 0.2145, -0.2067, 0.2379, 0.2460, 0.2319, 0.1885, 0.2004, 0.1741, 0.1891, 0.1761, 0.1953], "spin_multiplicity": 1, "smiles": "C=C[Si@H](C)N(C)C", "orbital_gap_ev": 9.7}

=====

Record 8
{"formula": "C5H13O2", "method": "the ωB97M-V functional and the def2-TZVPD basis", "elements": ["C", "O", "C", "C", "C", "C", "H", "H", "H", "H", "H", "H", "H", "H", "H", "H", "H", "H", "H", "O"], "coordinates": [[1.249, 0.036, -0.092], [0.919, -1.150, -0.727], [0.048, 1.149, -0.047], [-0.637, 1.320, 1.284], [-1.849, 0.252, 1.494], [-1.183, -1.086, 1.769], [1.931, 0.655, -0.708], [1.579, 0.163, 0.929], [0.188, 2.052, -0.648], [-0.586, 0.492, -0.790], [-0.115, 1.003, 2.236], [-0.982, 2.376, 1.427], [-2.708, 0.544, 2.182], [-2.352, 0.204, 0.486], [-1.976, -1.899, 1.693], [-0.413, -1.434, 1.055], [-0.737, -1.102, 2.834], [1.976, -0.867, -3.426], [1.057, -0.770, -2.237], [1.251, -0.281, -3.209]], "forces_ev_per_angstrom": [[-0.8, 2.4, -2.1], [0.4, 0.8, 0.9], [-1.1, -3.4, -2.0], [-2.3, -0.4, 1.9], [0.0, 1.3, -2.1], [-1.0, -1.6, 1.5], [0.7, -0.5, 0.1], [0.6, -1.3, 0.8], [0.5, 0.2, 0.6], [0.3, 1.4, 1.4], [0.7, 0.9, -1.2], [0.1, -0.8, 0.0], [1.5, -0.3, -0.2], [0.4, -0.1, 0.8], [0.8, 0.7, 0.5], [-0.2, 0.8, 0.1], [-0.6, -0.1, -1.5], [0.4, 0.0, -0.6], [-0.1, 1.3, -0.7], [-0.4, -1.3, 1.8]], "nbo_charge": [-0.0430, -0.9365, -0.5016, -0.4097, -0.3973, -0.6457, 0.1235, 0.1126, 0.1966, 0.2281, 0.1832, 0.1826, 0.1810, 0.1924, 0.1857, 0.2820, 0.1733, 0.4335, 0.5104, -1.0512], "spin_multiplicity": 1, "total_charge": -1, "orbital_gap_ev": 7.5}

=====

Record 9
{"formula": "C5H13O2", "method": "the ωB97M-V functional and the def2-TZVPD basis", "elements": ["C", "O", "C", "C", "C", "C", "H", "H", "H", "H", "H", "H", "H", "H", "H", "H", "H", "H", "H", "O"], "coordinates": [[0.206, 1.316, -0.417], [0.899, 2.527, -0.335], [1.045, 0.017, -0.270], [0.234, -0.904, 0.747], [-0.245, -2.136, -0.069], [-1.400, -1.820, -1.098], [-0.491, 1.287, -1.290], [-0.594, 1.319, 0.460], [1.085, -0.546, -1.198], [2.205, 0.319, 0.005], [0.747, -0.997, 1.704], [-0.697, -0.538, 1.167], [0.604, -2.443, -0.897], [-0.384, -3.032, 0.611], [-1.299, -0.876, -1.559], [-1.689, -2.663, -1.679], [-2.179, -1.709, -0.280], [0.983, 4.219, 1.972], [0.771, 3.126, 0.682], [0.199, 3.534, 1.745]], "forces_ev_per_angstrom": [[-1.3, 2.0, 2.1], [0.6, -0.7, -1.1], [0.6, 1.2, 1.6], [0.5, -0.6, -1.3], [3.2, -1.6, -2.4], [-0.9, -0.5, 5.3], [0.7, -0.1, -0.2], [1.5, 0.0, -1.3], [0.2, 0.2, -0.2], [-3.1, -0.9, -0.3], [0.7, -1.1, -0.3], [-0.3, 1.1, -0.6], [-1.2, 0.3, 2.6], [-0.4, 0.8, -1.1], [0.3, 0.8, -0.8], [0.1, -0.4, -0.8], [-0.3, 0.3, -1.5], [-2.8, -2.2, -0.4], [-1.7, -1.0, 0.2], [3.6, 2.7, 0.5]], "nbo_charge": [-0.0424, -0.8692, -0.4257, -0.4296, -0.3756, -0.6248, 0.1157, 0.1286, 0.1771, 0.2154, 0.2131, 0.2018, 0.1621, 0.1936, 0.2232, 0.1992, 0.1903, 0.3979, 0.4986, -1.1494], "spin_multiplicity": 1, "total_charge": -1, "orbital_gap_ev": 7.1}

=====

Record 10
{"formula": "C5H13O2", "method": "the ωB97M-V functional and the def2-TZVPD basis", "elements": ["C", "O", "C", "C", "C", "C", "H", "H", "H", "H", "H", "H", "H", "H", "H", "H", "H", "H", "H", "O"], "coordinates": [[-1.014, -0.361, 1.060], [0.171, -0.272, 1.629], [-0.780, 0.396, -0.386], [0.064, -0.550, -1.194], [0.891, 0.292, -2.117], [-0.688, -1.649, -2.023], [-1.334, -1.460, 0.847], [-1.900, 0.065, 1.655], [-0.201, 1.286, -0.162], [-1.759, 0.708, -0.895], [0.826, -1.047, -0.428], [0.342, 0.586, -3.044], [0.929, 1.301, -1.705], [1.922, -0.002, -2.209], [-0.800, -2.601, -1.516], [-0.412, -1.647, -3.046], [-1.702, -1.362, -1.971], [1.705, 1.248, 3.196], [0.618, 1.208, 2.220], [1.194, 1.891, 2.749]], "forces_ev_per_angstrom": [[-3.0, -1.0, -0.6], [0.3, -0.2, 0.3], [-1.6, -0.6, 0.9], [2.0, -1.9, 0.4], [-0.5, 2.2, -0.6], [-0.2, 0.9, 2.4], [0.7, 1.5, -0.1], [1.3, 0.1, -0.7], [-0.2, 0.1, 0.1], [1.2, -0.6, 1.0], [-1.6, 0.9, -1.6], [0.7, -1.0, 0.1], [0.6, 0.1, 0.4], [0.2, -0.4, -0.7], [0.9, -0.5, -0.3], [0.6, -0.5, -0.8], [-1.5, 0.7, -0.5], [1.2, -0.7, 1.1], [1.2, 2.0, 1.3], [-2.2, -0.8, -2.0]], "lowdin_spin": [0.0995, 0.7149, 0.1270, 0.0064, 0.0064, 0.0008, 0.0173, 0.0122, -0.0011, 0.0102, 0.0001, -0.0001, 0.0006, 0.0013, 0.0001, 0.0000, 0.0006, -0.0001, -0.0013, 0.0053], "spin_multiplicity": 2, "orbital_gap_ev": [11.4, 8.0]}

=====

Maximum force values (in eV Å⁻¹) by entry order: 4.5; 6.9; 1.9; 5.2; 2.0; 3.4; 5.9; 4.1; 5.4; 3.2.
DFT total energy values (in a.u.) by entry order: -651.15371; -650.97205; -651.21687; -650.85555; -1049.40222; -1447.43763; -542.48325; -348.73710; -348.70344; -348.65217.
ΔE to the lowest compared entry with this formula, charge and spin values (in kcal per mole) by entry order: 56.6; 170.6; 17.0; 48.8; 21.7; 105.9; 53.9; 39.4; 60.5; 37.3.